one | {
  "formula": "C5H10O2",
  "method": "wB97M-V/def2-TZVPD",
  "homo_lumo_gap_ev": [3.43, 6.53],
  "spin_multiplicity": 2,
  "s2": 0.763,
  "charge": -1,
  "elements": ["C", "C", "C", "O", "C", "C", "H", "H", "H", "H", "H", "H", "H", "H", "H", "H", "O"],
  "xyz": [[-2.7548, -0.0367, 0.4504], [1.5356, 0.8863, 1.7128], [0.9489, 0.1504, 0.7166], [1.7490, 0.1996, -0.4535], [-0.4407, -0.3461, 0.5964], [-1.5286, 0.3777, 1.0528], [-2.8681, -0.2666, -0.5751], [-3.0986, -0.9168, 1.0731], [-3.6038, 0.5979, 0.6996], [2.5962, 0.9484, 1.8031], [0.9141, 1.0280, 2.6458], [2.5648, 0.3568, -0.2764], [-0.5853, -1.3326, 0.1740], [-1.3398, 1.3667, 1.5038], [1.1429, -0.5695, -2.5949], [0.4822, -1.8277, -2.9596], [0.4051, -0.8964, -3.1300]],
  "nbo_charge": [-0.628, -0.743, 0.284, -0.749, -0.420, -0.401, 0.174, 0.168, 0.182, 0.163, 0.184, 0.441, 0.177, 0.180, 0.488, 0.451, -0.951]
}



two | {
  "formula": "C5H10O2",
  "method": "wB97M-V/def2-TZVPD",
  "homo_lumo_gap_ev": [5.65, 3.37],
  "spin_multiplicity": 2,
  "s2": 0.755,
  "charge": -1,
  "elements": ["C", "O", "C", "C", "C", "C", "O", "H", "H", "H", "H", "H", "H", "H", "H", "H", "H"],
  "xyz": [[0.5951, -2.0401, 1.3751], [0.9729, -2.5867, 2.5739], [0.4776, -0.4778, 1.2631], [-0.5492, 0.0198, 0.1415], [-0.4500, 1.4492, -0.5131], [-0.1042, 1.4079, -2.0063], [-0.1484, 2.6091, -2.8069], [-0.4890, -2.3661, 1.1547], [1.1524, -2.3398, 0.4283], [1.5903, -0.1333, 1.1773], [0.1166, -0.0372, 2.2232], [-0.6191, -0.7851, -0.5891], [-1.5332, -0.2218, 0.7721], [-1.3999, 2.0121, -0.3921], [0.4813, 2.0793, -0.0811], [0.7786, 0.6885, -2.3813], [-0.8719, 0.7221, -2.3394]],
  "nbo_charge": [-0.004, -0.946, -0.423, -0.444, -0.432, -0.158, -0.304, 0.046, 0.062, 0.170, 0.184, 0.196, 0.211, 0.211, 0.203, 0.202, 0.225]
}



three | {
  "formula": "C5H10O2",
  "method": "wB97M-V/def2-TZVPD",
  "homo_lumo_gap_ev": [3.02, 6.48],
  "spin_multiplicity": 2,
  "s2": 0.754,
  "charge": -1,
  "elements": ["O", "C", "C", "C", "C", "C", "O", "H", "H", "H", "H", "H", "H", "H", "H", "H", "H"],
  "xyz": [[-1.1965, 1.1740, 2.1529], [-1.8427, 0.4605, 1.3011], [-1.2413, -0.7373, 0.5698], [-0.7142, -0.4175, -0.8336], [0.4790, 0.5310, -0.8121], [1.7996, -0.1237, -0.4490], [2.4349, -0.5730, -1.6738], [-2.9419, 0.4946, 1.1633], [-0.4403, -1.2082, 1.1661], [-2.0463, -1.4875, 0.4617], [-0.3894, -1.3410, -1.3223], [-1.5120, 0.0001, -1.4473], [0.2877, 1.3836, -0.1668], [0.6294, 0.9164, -1.8232], [2.4505, 0.6109, 0.0184], [1.6454, -1.0011, 0.1961], [3.1885, -1.1124, -1.4237]],
  "nbo_charge": [-0.792, 0.019, -0.496, -0.426, -0.438, -0.062, -0.749, 0.056, 0.166, 0.171, 0.164, 0.190, 0.237, 0.196, 0.154, 0.163, 0.452]
}



Least stable: two



one | {
  "formula": "C12H14NO2",
  "method": "wB97M-V/def2-TZVPD",
  "homo_lumo_gap_ev": 7.07,
  "charge": -1,
  "elements": ["C", "C", "C", "C", "C", "C", "C", "C", "C", "C", "N", "H", "H", "H", "H", "H", "H", "H", "H", "H", "H", "H", "C", "C", "O", "O", "H", "H", "H"],
  "xyz": [[1.1735, -1.2358, 0.4053], [1.2059, -2.5783, -0.3947], [-0.2014, -0.9989, 0.8023], [-0.8214, -1.1539, 1.9947], [-1.2263, -0.3467, -0.0098], [-2.3372, -0.0164, 0.8167], [-1.1282, 0.1134, -1.3045], [-3.4450, 0.6337, 0.2668], [-2.2492, 0.7620, -1.8791], [-3.3724, 0.9600, -1.0621], [-2.1527, -0.7286, 1.9818], [1.8942, -1.5027, 1.1934], [1.7186, -0.4655, -0.1838], [1.3808, -3.4748, 0.1839], [-0.5217, -1.7877, 2.8251], [-2.6679, -0.7350, 2.8425], [-0.2854, -0.1502, -1.9326], [-4.3310, 0.7167, 0.8718], [-2.1196, 1.2687, -2.8297], [-4.2275, 1.3904, -1.5878], [1.9621, -2.5631, -1.1824], [0.2686, -2.8153, -0.8452], [2.2207, 2.0932, -0.8626], [3.2353, 1.1057, -0.2227], [3.7972, 1.4184, 0.8313], [3.4578, 0.1267, -1.0057], [2.4326, 2.3378, -1.8959], [2.1981, 2.9740, -0.1902], [1.2005, 1.7323, -0.7743]],
  "nbo_charge": [-0.485, -0.593, -0.051, -0.034, -0.097, 0.143, -0.163, -0.256, -0.260, -0.224, -0.552, 0.227, 0.298, 0.184, 0.193, 0.399, 0.228, 0.201, 0.209, 0.197, 0.221, 0.185, -0.744, 0.757, -0.754, -0.820, 0.202, 0.193, 0.197]
}



two | {
  "formula": "C12H14NO2",
  "method": "wB97M-V/def2-TZVPD",
  "homo_lumo_gap_ev": 7.25,
  "charge": -1,
  "elements": ["C", "C", "C", "C", "C", "C", "C", "C", "C", "N", "H", "H", "H", "H", "H", "H", "H", "H", "H", "C", "C", "C", "O", "O", "H", "H", "H", "H", "H"],
  "xyz": [[3.5983, 0.2678, -2.0298], [2.3363, 0.5752, -1.2641], [2.2427, 0.3928, 0.1033], [0.9907, 0.7768, -1.7084], [0.2478, 0.8613, -0.4924], [0.3150, 1.1422, -2.8873], [-1.0920, 1.2866, -0.4631], [-0.9719, 1.6315, -2.8681], [-1.6820, 1.6863, -1.6405], [0.9915, 0.5589, 0.6057], [3.7582, 0.9443, -2.8644], [3.4669, -0.6968, -2.5405], [3.1461, 0.1697, 0.6632], [0.5933, -0.2172, 1.7982], [0.9024, 1.3393, -3.7842], [-1.4996, 1.5960, 0.4945], [-1.5846, 1.8900, -3.7223], [-2.7310, 1.8653, -1.7082], [4.4209, 0.2254, -1.3210], [-1.5662, -2.2840, 2.6633], [-2.8624, -1.6043, 2.1700], [-0.6023, -1.1298, 3.0561], [-0.8803, -0.2722, 3.8687], [0.5480, -1.1440, 2.3843], [-1.6476, -2.8480, 3.5864], [-0.9625, -2.7225, 1.8783], [-3.7283, -2.1286, 2.5689], [-2.7878, -1.6224, 1.0817], [-2.9595, -0.5398, 2.3716]],
  "nbo_charge": [-0.617, -0.155, -0.013, -0.129, 0.145, -0.219, -0.247, -0.280, -0.250, -0.591, 0.193, 0.192, 0.174, 0.505, 0.185, 0.206, 0.190, 0.184, 0.204, -0.524, -0.617, 0.812, -0.651, -0.778, 0.211, 0.231, 0.196, 0.215, 0.228]
}



Least stable: one



one | {
  "formula": "C4H14O3",
  "method": "wB97M-V/def2-TZVPD",
  "homo_lumo_gap_ev": 10.99,
  "smiles": "CCO.CO.CO",
  "charge": 0,
  "elements": ["C", "C", "O", "H", "H", "H", "H", "H", "H", "C", "O", "H", "H", "H", "H", "C", "O", "H", "H", "H", "H"],
  "xyz": [[11.4373, 21.3453, -12.9926], [10.5891, 20.2867, -13.6347], [10.7718, 20.4017, -15.0505], [11.1013, 22.3415, -13.2818], [12.4593, 21.2266, -13.3514], [11.3828, 21.2822, -11.9055], [9.5280, 20.4329, -13.4007], [10.8849, 19.2892, -13.2948], [10.3087, 19.6949, -15.5080], [10.7102, 25.1689, -6.9793], [11.3658, 23.9319, -7.0857], [9.8380, 25.0623, -6.3388], [11.3465, 25.9391, -6.5219], [10.3778, 25.5558, -7.9494], [12.1026, 24.0191, -7.6962], [11.4574, 20.0600, -8.8977], [11.8680, 21.4038, -9.1189], [12.0815, 19.4296, -9.5309], [11.6110, 19.7521, -7.8629], [10.4188, 19.9207, -9.2086], [11.4978, 21.9292, -8.4022]],
  "nbo_charge": [-0.629, -0.058, -0.734, 0.209, 0.213, 0.224, 0.154, 0.154, 0.467, -0.245, -0.732, 0.184, 0.161, 0.163, 0.471, -0.250, -0.735, 0.179, 0.168, 0.161, 0.475]
}



two | {
  "formula": "C4H14O3",
  "method": "wB97M-V/def2-TZVPD",
  "homo_lumo_gap_ev": 11.36,
  "smiles": "CC[C@H](C)O.O.O",
  "charge": 0,
  "elements": ["C", "C", "C", "C", "O", "H", "H", "H", "H", "H", "H", "H", "H", "H", "H", "O", "H", "H", "O", "H", "H"],
  "xyz": [[-1.1876, 1.4530, 1.4756], [-0.5452, 0.1034, 1.1413], [-1.2688, -0.7539, 0.1168], [-0.5551, -2.0482, -0.1819], [-1.3870, -0.0440, -1.1345], [-2.1675, 1.3657, 1.8993], [-1.2950, 2.0819, 0.5798], [-0.5075, 1.9958, 2.1247], [0.4446, 0.3368, 0.7422], [-0.3799, -0.4456, 2.0740], [-2.2818, -0.9651, 0.4576], [-1.0748, -2.5051, -1.0212], [0.5097, -1.9901, -0.3534], [-0.7420, -2.7497, 0.6218], [-2.0528, 0.6470, -1.0005], [1.3652, 0.5616, -1.9908], [0.5589, 0.1393, -1.6711], [1.1899, 1.4829, -2.1845], [3.8522, 0.3150, -0.1887], [4.2938, 1.0393, -0.6575], [3.2306, -0.0199, -0.8490]],
  "nbo_charge": [-0.610, -0.428, 0.095, -0.632, -0.751, 0.200, 0.192, 0.222, 0.215, 0.210, 0.161, 0.223, 0.217, 0.218, 0.476, -0.980, 0.498, 0.475, -0.953, 0.462, 0.488]
}



Least stable: one